[1]
Density functional theory data (ωB97M-V with the def2-TZVPD basis set) for a structure of composition C26H28HfN8.

HOMO-LUMO gap = 0.2436 Eh
lowest unoccupied orbital energy = -13.71 eV
net charge = +4

CARTESIAN COORDINATES (ANGSTROEM)
1 Hf -0.011 0.340 0.061
2 C 0.177 3.997 0.516
3 C -0.672 2.797 0.259
4 C -1.348 2.145 1.317
5 C -2.308 1.133 1.072
6 C -3.176 0.622 2.174
7 C -2.570 0.766 -0.265
8 C -1.993 1.465 -1.350
9 C -2.586 1.367 -2.710
10 C -0.973 2.405 -1.071
11 H 0.659 3.977 1.492
12 H -0.469 4.884 0.511
13 H 0.922 4.161 -0.262
14 H -1.350 2.628 2.292
15 H -4.045 1.286 2.260
16 H -2.688 0.635 3.147
17 H -3.576 -0.368 1.962
18 H -3.429 0.129 -0.461
19 H -3.425 2.071 -2.754
20 H -3.005 0.386 -2.922
21 H -1.903 1.663 -3.501
22 H -0.632 3.055 -1.875
23 N 0.526 0.562 3.410
24 C 1.736 0.547 2.757
25 N 2.828 0.421 3.432
26 C 4.007 0.344 2.772
27 N 5.114 0.318 3.447
28 N 4.023 0.322 1.405
29 C 2.902 0.443 0.778
30 N 1.667 0.585 1.371
31 C 2.926 0.511 -0.697
32 C 4.132 0.407 -1.381
33 C 4.154 0.586 -2.758
34 C 2.964 0.928 -3.390
35 C 1.798 1.018 -2.643
36 N 1.741 0.774 -1.316
37 H 0.673 0.400 4.407
38 H -0.003 1.422 3.295
39 H 5.086 0.358 4.464
40 H 6.016 0.273 2.985
41 H 5.034 0.194 -0.828
42 H 5.076 0.493 -3.315
43 H 2.944 1.131 -4.450
44 H 0.884 1.339 -3.132
45 N -0.459 -1.393 1.567
46 C -1.228 -2.438 0.871
47 C -1.843 -3.470 1.548
48 C -2.509 -4.491 0.851
49 C -2.537 -4.479 -0.520
50 C -1.900 -3.446 -1.248
51 C -1.869 -3.416 -2.656
52 C -1.196 -2.391 -3.292
53 C -0.593 -1.394 -2.532
54 N -0.603 -1.355 -1.190
55 C -1.237 -2.396 -0.539
56 H -0.907 -1.216 2.479
57 H 0.442 -1.829 1.826
58 H -1.807 -3.510 2.627
59 H -2.974 -5.294 1.405
60 H -3.029 -5.269 -1.066
61 H -2.365 -4.191 -3.224
62 H -1.137 -2.348 -4.369
63 H -0.072 -0.590 -3.042

[2]
Density functional theory data (ωB97M-V with the def2-TZVPD basis set) for a structure of composition C10H19AlBrFNS.

HOMO-LUMO gap = 0.2742 Eh
lowest unoccupied orbital energy = 3.06 eV
net charge = -1

CARTESIAN COORDINATES (ANGSTROEM)
1 C 2.244 1.534 -0.164
2 C 0.992 1.942 -0.951
3 S 0.435 3.600 -0.488
4 C -1.342 3.440 -0.879
5 Al -2.302 2.064 0.248
6 Br -4.302 3.192 1.073
7 C -2.991 0.462 -0.792
8 C -2.278 -0.837 -0.509
9 C -2.695 -2.005 -1.396
10 F -0.878 -0.683 -0.691
11 H 2.880 0.897 -0.783
12 H 1.954 0.947 0.703
13 H 2.832 2.396 0.145
14 H 0.178 1.266 -0.695
15 H 1.138 1.862 -2.028
16 H -1.759 4.426 -0.655
17 H -1.454 3.304 -1.958
18 H -1.495 1.586 1.547
19 H -4.026 0.316 -0.461
20 H -3.044 0.627 -1.874
21 H -2.424 -1.111 0.538
22 H -1.947 -2.802 -1.367
23 H -2.806 -1.674 -2.428
24 H -3.638 -2.432 -1.058
25 N 1.644 -1.924 1.120
26 C 2.236 -1.466 2.260
27 C 3.463 -2.069 2.372
28 C 3.614 -2.927 1.249
29 C 2.473 -2.812 0.496
30 H 0.737 -1.637 0.784
31 H 1.739 -0.747 2.888
32 H 4.173 -1.907 3.166
33 H 4.462 -3.550 1.018
34 H 2.186 -3.281 -0.429

[3]
Density functional theory data (ωB97M-V with the def2-TZVPD basis set) for a cluster of 2 separate species, C9H14OS in total in a non-equilibrium geometry.

SMILES = Cc1ccc(O)cc1.CCS
HOMO-LUMO gap = 0.3367 Eh
energy relative to the best compared isomer or geometry (same formula, charge and spin) = 154.2 kJ/mol
lowest unoccupied orbital energy = 0.82 eV

CARTESIAN COORDINATES (ANGSTROEM)
1 C -0.947 -1.939 -0.946
2 C -1.199 -0.453 -1.045
3 C -2.217 0.088 -0.252
4 C -2.535 1.418 -0.596
5 C -1.623 2.135 -1.272
6 O -2.022 3.486 -1.509
7 C -0.498 1.651 -1.939
8 C -0.341 0.284 -1.854
9 H -1.357 -2.383 -0.039
10 H 0.108 -2.085 -1.054
11 H -1.576 -2.325 -1.798
12 H -2.614 -0.568 0.527
13 H -3.554 1.891 -0.302
14 H -1.235 3.911 -1.775
15 H 0.260 2.229 -2.452
16 H 0.248 -0.164 -2.609
17 C 1.810 0.041 2.228
18 C 2.581 -1.242 2.571
19 S 2.777 -2.314 1.049
20 H 1.190 0.318 3.065
21 H 0.987 -0.100 1.534
22 H 2.394 0.886 1.882
23 H 3.642 -1.179 2.826
24 H 2.064 -1.856 3.410
25 H 3.658 -1.732 0.351

[4]
Density functional theory data (ωB97M-V with the def2-TZVPD basis set) for a cluster of 2 separate species, C4H10INOS in total in a non-equilibrium geometry.

HOMO-LUMO gap (spin up / spin down) = 0.2509 / 0.2492 Eh
energy relative to the best compared isomer or geometry (same formula, charge and spin) = 407.0 kJ/mol
lowest unoccupied orbital energy (spin up / spin down) = -1.19 / -1.19 eV

CARTESIAN COORDINATES (ANGSTROEM)
1 C -0.039 -0.726 0.470
2 C 0.766 -0.881 1.705
3 C 2.079 0.581 -1.195
4 C 0.642 0.880 -0.960
5 N -2.346 -0.866 -0.745
6 O -2.492 -0.992 1.651
7 S -1.717 -0.318 0.653
8 I -2.449 2.206 0.411
9 H 1.125 0.130 1.996
10 H 1.664 -1.492 1.721
11 H 0.084 -1.222 2.409
12 H 2.638 0.882 -0.359
13 H 2.424 1.084 -2.074
14 H 2.177 -0.462 -1.319
15 H -0.149 0.819 -1.747
16 H 0.486 1.575 -0.113
17 H -1.628 -0.626 -1.521
18 H -3.264 -0.574 -0.984

[5]
Density functional theory data (ωB97M-V with the def2-TZVPD basis set) for the molecule C13H12ClNOS in a non-equilibrium geometry.

SMILES = O=C(CCNc1cccc(Cl)c1)c1cccs1
HOMO-LUMO gap = 0.2832 Eh
lowest unoccupied orbital energy = -0.60 eV

CARTESIAN COORDINATES (ANGSTROEM)
1 O -2.786 -1.069 0.292
2 C -1.789 -1.684 -0.203
3 C -1.535 -2.374 -1.338
4 C -0.674 -1.468 -2.496
5 N -1.211 0.033 -2.692
6 C -0.694 0.774 -1.464
7 C -1.401 1.796 -1.077
8 C -1.001 2.837 0.019
9 C 0.256 2.758 0.244
10 C 1.121 1.768 -0.217
11 Cl 2.913 1.550 0.165
12 C 0.660 0.619 -1.179
13 C -0.515 -1.714 0.608
14 C 0.739 -2.182 0.355
15 C 1.755 -1.755 1.139
16 C 1.223 -0.800 2.279
17 S -0.471 -0.307 2.066
18 H -2.616 -2.547 -1.768
19 H -1.182 -3.146 -1.344
20 H 0.180 -1.578 -2.352
21 H -1.100 -1.686 -3.660
22 H -2.011 -0.112 -2.650
23 H -2.570 1.963 -1.093
24 H -1.605 3.423 0.483
25 H 0.783 3.399 1.265
26 H 1.299 0.089 -1.488
27 H 0.933 -2.850 -0.435
28 H 2.846 -2.189 1.347
29 H 1.857 -0.526 3.052

[6]
Density functional theory data (ωB97M-V with the def2-TZVPD basis set) for a cluster of 10 separate species, C14H48N15O10 in total in a non-equilibrium geometry.

HOMO-LUMO gap = 0.3120 Eh
energy relative to the best compared isomer or geometry (same formula, charge and spin) = 546.9 kJ/mol
lowest unoccupied orbital energy = 1.73 eV
net charge = -1

CARTESIAN COORDINATES (ANGSTROEM)
1 C 0.058 -0.462 -0.288
2 O 0.380 -0.788 1.013
3 H 0.023 0.607 -0.498
4 H 0.689 -0.906 -1.057
5 H -0.957 -0.845 -0.399
6 C 2.094 -0.185 -3.571
7 C 0.828 0.475 -4.301
8 O 0.264 -0.540 -5.120
9 H 2.939 -0.271 -4.254
10 H 2.038 -1.170 -3.106
11 H 2.402 0.543 -2.821
12 H 1.184 1.375 -4.801
13 H 0.021 0.817 -3.653
14 H -0.092 -1.270 -4.609
15 C -1.026 -4.701 0.287
16 O 0.054 -4.764 -0.292
17 N -1.697 -5.728 0.696
18 N -1.402 -3.576 0.866
19 H -2.603 -5.412 1.012
20 H -1.670 -6.615 0.215
21 H -1.966 -3.468 1.697
22 H -0.818 -2.819 0.542
23 C 2.196 -3.059 3.035
24 O 2.443 -3.920 3.822
25 N 2.365 -1.769 3.231
26 N 1.571 -3.285 1.965
27 H 1.886 -1.255 2.505
28 H 2.421 -1.377 4.160
29 H 1.444 -4.269 1.778
30 H 1.024 -2.642 1.410
31 C -0.939 2.244 3.080
32 O -1.129 3.392 3.358
33 N -1.947 1.408 2.922
34 N 0.180 1.639 3.006
35 H -1.876 0.421 2.721
36 H -2.868 1.812 3.016
37 H 0.130 0.787 2.467
38 H 1.054 2.124 3.154
39 C 3.907 0.701 0.935
40 O 5.056 0.904 1.224
41 N 3.429 0.207 -0.148
42 N 2.972 0.975 1.784
43 H 4.096 0.198 -0.907
44 H 2.434 0.056 -0.238
45 H 3.041 1.575 2.594
46 H 2.085 0.501 1.690
47 C -2.170 -1.643 3.642
48 O -3.039 -1.641 4.462
49 N -2.417 -1.361 2.392
50 N -0.876 -1.676 3.925
51 H -3.325 -1.197 1.980
52 H -1.614 -1.328 1.781
53 H -0.165 -1.804 3.219
54 H -0.587 -1.714 4.893
55 C -3.568 -2.157 -2.470
56 O -4.660 -2.045 -1.913
57 N -2.580 -2.321 -1.719
58 N -3.183 -2.089 -3.702
59 H -2.678 -2.235 -0.718
60 H -1.659 -2.599 -2.025
61 H -2.232 -2.276 -3.989
62 H -3.891 -1.847 -4.380
63 C -3.849 1.450 0.268
64 O -4.352 2.398 0.879
65 N -2.663 1.486 -0.300
66 N -4.392 0.262 0.106
67 H -2.125 0.821 -0.837
68 H -2.125 2.313 -0.085
69 H -3.721 -0.327 -0.366
70 H -5.307 -0.090 0.349
71 C -0.145 3.917 -0.300
72 C 0.800 4.020 -1.498
73 C 2.336 3.725 -1.212
74 O 3.080 4.261 -2.339
75 C 4.480 4.065 -2.325
76 N 0.243 2.957 -2.432
77 H -0.393 2.883 -0.062
78 H -1.055 4.455 -0.567
79 H 0.344 4.545 0.445
80 H 0.726 5.005 -1.959
81 H 2.723 2.762 -0.879
82 H 2.671 4.326 -0.367
83 H 4.591 2.982 -2.268
84 H 4.828 4.593 -1.437
85 H 5.034 4.513 -3.150
86 H 0.341 2.087 -1.928
87 H 0.852 2.860 -3.232